Record 1
{"formula": "C37H45BrClN9O4SSc", "method": "the ωB97M-V functional and the def2-TZVPD basis", "symbols": ["Sc", "C", "N", "C", "C", "N", "C", "C", "C", "C", "C", "C", "N", "C", "N", "C", "C", "N", "C", "C", "N", "C", "C", "H", "H", "H", "H", "H", "H", "H", "H", "H", "H", "H", "H", "H", "H", "H", "H", "H", "H", "H", "H", "H", "H", "H", "H", "H", "H", "H", "H", "N", "C", "C", "C", "C", "C", "C", "S", "N", "C", "C", "C", "C", "C", "C", "N", "H", "H", "H", "H", "H", "H", "H", "H", "H", "Br", "C", "C", "C", "C", "Cl", "C", "C", "C", "O", "C", "C", "O", "O", "H", "H", "H", "H", "H", "H", "H", "H", "O"], "positions_angstrom": [[0.24048, -0.66649, 0.11086], [-4.53641, -3.20614, 1.31512], [-3.56608, -2.79742, 0.32882], [-4.00829, -2.79026, -1.04839], [-2.43475, -2.11451, 0.69407], [-1.14990, -2.30354, 0.24625], [-0.70999, -3.32962, -0.62715], [-1.21186, -4.63057, -0.54130], [-0.69506, -5.65549, -1.32106], [0.37633, -5.41594, -2.17011], [0.92863, -4.14301, -2.23917], [0.39460, -3.08360, -1.51648], [1.04500, -1.83212, -1.50550], [1.42067, -1.13518, -2.56386], [2.23566, 0.06047, -2.42411], [2.68540, 0.44379, -0.99758], [1.97341, 1.12926, -3.34115], [1.16822, -1.38055, -3.90452], [2.26189, -1.74323, -4.77548], [-0.14038, -1.82408, -4.33256], [-2.73312, -1.10475, 1.69224], [-3.77279, -0.02917, 1.31601], [-1.49993, -0.58996, 2.48860], [-5.03620, -4.12192, 0.98521], [-5.30357, -2.44029, 1.48152], [-4.04965, -3.42197, 2.26429], [-4.30440, -3.79588, -1.36309], [-3.22286, -2.44184, -1.71734], [-4.87216, -2.12437, -1.17175], [-1.99431, -4.85011, 0.17232], [-1.10556, -6.65379, -1.23170], [0.80885, -6.22381, -2.74699], [1.81180, -3.97386, -2.84308], [3.16444, -0.42221, -0.51851], [1.76486, 0.82011, -0.36855], [3.44435, 1.24091, -0.99454], [2.08434, 0.78841, -4.37775], [2.59854, 2.05994, -3.27102], [0.99520, 1.50846, -3.15206], [3.21106, -1.37567, -4.39097], [2.11208, -1.31294, -5.77041], [2.33613, -2.83435, -4.88009], [-0.91171, -1.47761, -3.64482], [-0.20198, -2.91586, -4.42079], [-0.36120, -1.39784, -5.31580], [-4.72232, -0.43273, 0.91900], [-3.41260, 0.73203, 0.42690], [-4.03908, 0.56344, 2.18876], [-0.90106, -1.50350, 2.93218], [-1.82920, 0.02737, 3.34143], [-0.79508, 0.03734, 1.84223], [0.34579, -0.06605, 4.45800], [0.09796, -1.21917, 5.21233], [0.11386, -1.10646, 6.61162], [-0.12116, -2.19706, 7.42752], [-0.38075, -3.44546, 6.87441], [-0.40190, -3.59256, 5.49552], [-0.17012, -2.51115, 4.65243], [-0.21470, -2.76252, 2.90118], [0.14322, -1.08421, 2.24272], [0.37323, 0.02030, 3.04412], [0.65379, 1.35006, 2.34978], [0.88908, 2.49166, 3.17714], [1.15195, 3.69394, 2.61263], [1.18876, 3.78803, 1.21297], [0.95295, 2.65876, 0.46841], [0.68110, 1.43071, 0.96186], [0.51448, 0.75661, 5.00199], [0.31413, -0.14434, 7.07255], [-0.10245, -2.07700, 8.50431], [-0.56471, -4.30033, 7.51411], [-0.60341, -4.56812, 5.06993], [0.86858, 2.43237, 4.25651], [1.33442, 4.56687, 3.23043], [1.39819, 4.72649, 0.72629], [0.97841, 2.72054, -0.58712], [-2.02554, 0.78530, 0.50171], [-0.10222, 6.49609, -1.73514], [1.19711, 5.74184, -1.72267], [2.35774, 6.35358, -1.26973], [3.55107, 5.65632, -1.22979], [4.99176, 6.44691, -0.65178], [3.60549, 4.33723, -1.63338], [2.45912, 3.70758, -2.09045], [1.23456, 4.41062, -2.14675], [0.00223, 3.95534, -2.60007], [-0.22932, 2.61149, -3.06409], [-0.46303, 1.46518, -1.93627], [-1.65221, 1.16325, -1.84342], [0.54734, 0.95370, -1.32878], [0.03147, 7.51481, -1.36908], [-0.83296, 6.00267, -1.09190], [-0.50326, 6.55401, -2.74820], [2.32683, 7.38193, -0.93276], [4.53062, 3.77796, -1.57469], [2.51924, 2.60579, -2.36407], [0.51236, 2.38526, -3.78593], [-1.15188, 2.66854, -3.64187], [2.11236, -0.45263, 0.50935]], "multiplicity": 1, "e_tot_ha": -6422.8754, "gap_ev": [4.184, 4.193], "de_lowest_kj_mol": 2453.0, "total_charge": -1, "e_lumo_ev": [2.3, 2.3]}

---

Record 2
{"formula": "C37H45EuN7Se2", "method": "the ωB97M-V functional and the def2-TZVPD basis", "symbols": ["Eu", "C", "C", "C", "N", "C", "C", "C", "C", "C", "C", "C", "N", "C", "C", "C", "N", "C", "C", "C", "C", "C", "C", "C", "N", "C", "C", "H", "H", "H", "H", "H", "H", "H", "H", "H", "H", "H", "H", "H", "H", "H", "H", "H", "H", "H", "H", "H", "H", "H", "H", "H", "H", "C", "Se", "C", "C", "Se", "C", "H", "H", "H", "H", "H", "H", "H", "H", "H", "H", "C", "C", "N", "C", "C", "C", "C", "C", "C", "C", "C", "N", "C", "N", "H", "H", "H", "H", "H", "H", "H", "H", "H"], "positions_angstrom": [[-17.64972, -8.09347, 7.92907], [-16.35741, -4.62710, 5.82144], [-15.92934, -4.47377, 7.32243], [-15.25317, -5.66756, 7.94350], [-16.23584, -6.38918, 8.81910], [-16.35473, -6.24086, 10.10226], [-16.10599, -4.91403, 10.63316], [-16.09288, -4.38725, 11.90220], [-16.01935, -5.11820, 13.06488], [-16.35964, -6.45613, 13.25925], [-16.74049, -7.41429, 12.30359], [-16.96455, -7.31149, 10.89687], [-17.77714, -8.11465, 10.22506], [-18.47380, -9.16442, 10.97006], [-19.27566, -10.19564, 10.13968], [-20.50627, -9.54211, 9.54153], [-20.18014, -8.70569, 8.36551], [-21.08102, -7.84821, 7.85469], [-22.40799, -7.80927, 8.41033], [-23.56461, -7.27149, 7.87216], [-23.81354, -6.87543, 6.59805], [-22.82339, -6.48482, 5.66997], [-21.46255, -6.50562, 5.75345], [-20.59753, -6.98617, 6.81753], [-19.30743, -6.71578, 6.83226], [-18.78382, -5.38355, 6.38277], [-17.56425, -5.55507, 5.50973], [-15.47179, -5.01879, 5.25801], [-16.61156, -3.63887, 5.42108], [-16.75465, -4.04900, 7.93062], [-15.14190, -3.67498, 7.33012], [-14.44806, -5.37063, 8.59923], [-14.86022, -6.35258, 7.18370], [-15.87540, -4.24323, 9.82325], [-16.14251, -3.34256, 11.98618], [-15.72644, -4.62085, 13.97393], [-16.44611, -6.74417, 14.28509], [-17.19605, -8.29754, 12.72465], [-19.18852, -8.71467, 11.69368], [-17.76377, -9.77662, 11.59177], [-19.57763, -10.92892, 10.89219], [-18.64086, -10.66889, 9.36792], [-20.96794, -8.87241, 10.31214], [-21.25153, -10.34947, 9.32390], [-22.47629, -8.31988, 9.37857], [-24.42129, -7.34806, 8.56476], [-24.79468, -6.98014, 6.11449], [-23.26028, -6.07203, 4.75381], [-20.93088, -6.09963, 4.88472], [-18.51210, -4.83314, 7.29813], [-19.58149, -4.73294, 5.92623], [-17.84139, -5.34943, 4.48768], [-17.12704, -6.59007, 5.54629], [-13.08000, -11.21747, 13.05568], [-12.94175, -10.36806, 11.22224], [-14.86438, -10.60768, 10.69617], [-14.86013, -11.17081, 9.30368], [-15.09240, -9.88784, 7.75632], [-13.37191, -8.95470, 8.01542], [-12.90087, -10.45517, 13.79532], [-12.33011, -12.00752, 13.19485], [-14.07434, -11.60297, 13.11932], [-15.28193, -9.61946, 10.86563], [-15.26927, -11.33363, 11.42467], [-15.75800, -11.77018, 9.15832], [-14.00601, -11.79354, 9.01928], [-13.06191, -8.43473, 7.11258], [-12.63070, -9.76450, 8.14368], [-13.42888, -8.30009, 8.84796], [-19.27697, -12.07489, 5.93354], [-19.11573, -10.72731, 6.34564], [-17.96065, -10.03902, 6.13030], [-17.15176, -10.49721, 5.15074], [-17.39425, -11.66953, 4.45760], [-18.41066, -12.57483, 5.00632], [-16.52884, -12.04560, 3.39305], [-15.82391, -11.25117, 2.54763], [-16.02988, -9.89677, 2.22869], [-17.25752, -9.17480, 2.39513], [-17.17583, -7.78491, 2.18496], [-16.07082, -7.08014, 1.81781], [-15.00469, -7.89065, 1.69786], [-14.95925, -9.18868, 1.80686], [-20.06559, -12.67956, 6.41609], [-19.92531, -10.25661, 6.96368], [-16.27363, -9.85830, 4.93789], [-18.54072, -13.64014, 4.60517], [-16.38716, -13.11743, 3.29978], [-14.99176, -11.70280, 1.98787], [-18.14495, -9.69177, 2.80206], [-18.04305, -7.16894, 2.48484], [-14.03274, -7.38605, 1.47632]], "multiplicity": 8, "e_tot_ha": -7333.1917, "gap_ev": [4.838, 5.362], "de_lowest_kj_mol": 0.0, "s2": 15.7603, "e_lumo_ev": [-1.0, -1.0]}